1.
# C3H6NaO4

A structure of composition C3H6NaO4 (the ωB97M-V functional and the def2-TZVPD basis, OMol25).

Each line ends with the Mulliken charge.
CARTESIAN COORDINATES (ANGSTROEM)
H -4.525 1.894 -4.392  0.306
H -2.619 3.258 -4.768  0.347
C -2.634 2.384 -4.103  -0.342
C -1.324 1.627 -4.100  -0.497
O -0.302 2.609 -4.009  -0.286
C 0.951 2.179 -3.950  0.655
O 1.278 1.041 -3.720  -0.527
O 1.735 3.113 -4.467  -0.419
Na -3.983 -0.502 -5.696  0.996
O -3.661 1.481 -4.495  -0.557
H -2.849 2.758 -3.092  0.272
H -1.038 0.983 -4.944  0.339
H -1.311 0.914 -3.264  0.349
H 2.647 2.796 -4.483  0.364

- Total charge: +1
- HOMO: -13.74 eV



2.
# C3H6O

The molecule C3H6O (the ωB97M-V functional and the def2-TZVPD basis, OMol25).

Each line ends with the Mulliken charge.
CARTESIAN COORDINATES (ANGSTROEM)
C -1.246 0.194 0.113  -0.947
C 0.002 -0.579 -0.246  0.199
C 1.316 0.055 0.068  -0.503
O 0.792 -0.985 0.847  -0.390
H -2.013 -0.346 0.690  0.269
H -1.706 0.563 -0.805  0.260
H -0.921 1.046 0.724  0.296
H 0.334 -0.787 -1.245  0.309
H 2.216 -0.258 -0.476  0.285
H 1.227 1.097 0.330  0.223

- SMILES: C[C@H]1CO1
- Energy relative to the best compared isomer or geometry (same formula, charge and spin): 54.4 kcal per mole
- HOMO: -9.79 eV



3.
# C3H6O

The molecule C3H6O (the ωB97M-V functional and the def2-TZVPD basis, OMol25).

Each line ends with the Mulliken charge.
CARTESIAN COORDINATES (ANGSTROEM)
C 1.023 -1.221 -0.870  -0.519
C -0.201 0.639 -0.231  -0.323
O 0.259 -0.533 0.134  -0.097
C -1.005 1.168 0.925  -0.643
H 1.083 -2.266 -0.559  0.232
H 0.526 -1.126 -1.837  0.300
H 2.024 -0.785 -0.923  0.270
H -2.045 1.207 0.571  0.253
H -0.954 0.569 1.843  0.256
H -0.723 2.208 1.123  0.271

- Energy relative to the best compared isomer or geometry (same formula, charge and spin): 65.2 kcal per mole
- HOMO: -8.43 eV



LUMO (computed, eV): -4.9072 1.2058 1.1606
Gap between HOMO and LUMO (computed, hartree): 0.3247 0.4040 0.3523